No. 1
ORCA calculation (ωB97M-V/def2-TZVPD) on a cluster of 4 separate species, C12H18Br4N2 in total at a distorted geometry.

Results
- Structure (SMILES): c1cc[nH]c1.c1cc[nH]c1.BrCCBr.BrCCBr
- Total energy: -295885.431 eV

Cartesian coordinates (Å):
1 C 1.22092 -2.19153 -6.47144
2 C 0.28449 -3.00478 -5.77192
3 C 0.10610 -2.42540 -4.54986
4 N 0.83037 -1.26366 -4.48300
5 C 1.52122 -1.12531 -5.66578
6 H 1.58467 -2.32368 -7.47654
7 H -0.21659 -3.88070 -6.14476
8 H -0.50756 -2.72333 -3.71404
9 H 0.86218 -0.65091 -3.69166
10 H 2.15063 -0.26309 -5.81360
11 C -0.81742 2.21003 -2.39903
12 C 0.28988 3.07828 -2.23127
13 C 0.33489 3.46119 -0.89918
14 N -0.75164 2.90790 -0.29810
15 C -1.51885 2.24008 -1.20528
16 H -1.15507 1.75249 -3.31319
17 H 0.96839 3.34839 -3.02485
18 H 1.05203 3.97765 -0.28505
19 H -0.90509 2.96400 0.69140
20 H -2.36851 1.64629 -0.90814
21 Br -1.86798 1.58238 6.38213
22 C -0.81372 0.46396 7.61319
23 C 0.50532 0.20400 6.96443
24 Br 1.72969 -0.56155 8.31890
25 H -1.43270 -0.39258 7.85295
26 H -0.70979 1.04921 8.52372
27 H 1.04772 1.06367 6.58853
28 H 0.40304 -0.47181 6.11780
29 Br -0.01077 -1.66579 3.47515
30 C 0.39265 -1.23373 1.63212
31 C -0.85205 -1.34845 0.79207
32 Br -0.37916 -1.39770 -1.11959
33 H 1.13772 -1.92234 1.23152
34 H 0.88165 -0.27354 1.46142
35 H -1.59230 -0.55728 0.87815
36 H -1.40439 -2.27236 0.94284

***

No. 2
ORCA calculation (ωB97M-V/def2-TZVPD) on a structure of composition C12H18BrN4OPtSi at a distorted geometry.

Results
- Total energy: -101905.904 eV
- Charge: +1

Cartesian coordinates (Å):
1 Pt 0.47742 0.29459 -0.00667
2 O 0.43142 -4.55197 -3.96350
3 C 0.34128 -3.52811 -3.11004
4 C -0.84351 -3.14722 -2.48208
5 C -0.80993 -2.08325 -1.61585
6 N 0.30943 -1.39210 -1.33842
7 C 1.43145 -1.76480 -1.97558
8 Br 2.94208 -0.71893 -1.63920
9 C 1.51001 -2.81590 -2.85521
10 H -0.42563 -4.97695 -4.09388
11 H -1.77407 -3.66608 -2.66923
12 H -1.70242 -1.75760 -1.10054
13 H 2.43347 -3.08015 -3.34756
14 C -1.26019 3.07333 0.37640
15 Si -0.59173 2.01888 -0.98696
16 C -1.97070 1.30718 -1.98853
17 C 0.67590 2.90252 -1.98995
18 H -1.92567 3.83284 -0.04948
19 H -0.47227 3.59867 0.91694
20 H -1.83949 2.48332 1.08917
21 H -2.55389 2.11654 -2.44059
22 H -2.64348 0.72202 -1.35784
23 H -1.60352 0.66710 -2.79411
24 H 0.21363 3.79607 -2.42440
25 H 1.05840 2.28576 -2.80504
26 H 1.52116 3.22201 -1.37816
27 N 0.45279 -1.69634 4.99498
28 C 0.52517 -0.55712 4.26424
29 C 0.61342 -0.59570 2.86036
30 N 0.70683 0.51896 2.15593
31 C 0.70479 1.69371 2.81096
32 C 0.58255 1.70753 4.18380
33 N 0.49062 0.60077 4.91515
34 H 0.54616 -2.60203 4.57632
35 H 0.46546 -1.61906 5.99682
36 H 0.61441 -1.53418 2.31936
37 H 0.81432 2.59560 2.23538
38 H 0.55434 2.65010 4.71698

***

No. 3
ORCA calculation (ωB97M-V/def2-TZVPD) on a structure of composition C12H18Cl2N2Ti at a distorted geometry.

Results
- Total energy: -63875.760 eV

Cartesian coordinates (Å):
1 Ti 0.29585 -0.34889 0.31272
2 Cl -0.98551 -2.16633 0.14655
3 Cl 1.60628 -0.84158 2.03125
4 C -0.89479 1.59488 0.67827
5 H -0.89723 2.56815 1.17480
6 H -0.92227 0.96177 1.66660
7 C -1.04834 0.59872 -1.46310
8 C -1.42717 1.85604 -0.61258
9 H -0.19891 0.85401 -2.12742
10 C -2.91086 2.18548 -0.67730
11 H -0.86737 2.70575 -0.99364
12 C -3.64588 0.94848 -0.35144
13 H -3.16019 3.04555 -0.04160
14 H -3.19094 2.57153 -1.67267
15 C -3.56450 -0.01956 -1.51441
16 H -3.18365 0.50707 0.50325
17 H -4.67133 1.10472 -0.07482
18 C -2.17092 -0.14863 -2.12417
19 H -3.92835 -1.02152 -1.24750
20 H -4.25169 0.32371 -2.29706
21 H -1.86015 -1.20168 -2.21900
22 H -2.17377 0.18882 -3.19067
23 N 5.16954 1.95070 -2.57508
24 C 4.00345 1.43277 -2.17426
25 C 3.20009 2.11971 -1.23310
26 C 2.11486 1.47981 -0.66247
27 N 1.80372 0.19387 -0.97836
28 C 2.45868 -0.44383 -1.98226
29 C 3.54875 0.16375 -2.61029
30 H 5.50423 2.82487 -2.16480
31 H 5.81676 1.45040 -3.18266
32 H 3.48547 3.09865 -0.88224
33 H 1.47185 1.96954 0.06494
34 H 2.08096 -1.43566 -2.22987
35 H 4.08689 -0.39654 -3.37298

***

No. 4
ORCA calculation (ωB97M-V/def2-TZVPD) on a structure of composition C12H18Cl4O4Zr at a distorted geometry.

Results
- Total energy: -72302.399 eV
- Charge: -2

Cartesian coordinates (Å):
1 C 0.18943 -1.35417 -1.89299
2 C 1.02068 -0.20254 -2.02796
3 C 0.18433 0.94908 -2.06641
4 C 2.48734 -0.18468 -1.95836
5 C -1.16808 0.51234 -1.98612
6 C -1.16605 -0.91254 -1.86770
7 C -2.35186 -1.77096 -1.66984
8 C 0.65315 -2.75042 -1.79075
9 C 0.65901 2.34519 -2.17413
10 C -2.36390 1.38451 -2.02787
11 Zr 0.30610 -0.33170 2.12788
12 Cl 2.18325 1.01368 1.11467
13 Cl 1.68046 -2.31033 1.58064
14 O -0.83784 0.78677 0.94684
15 H 2.89204 -1.18985 -2.06063
16 H 2.78387 0.18535 -0.95199
17 H 2.94340 0.49525 -2.68593
18 H 1.55475 2.48514 -1.55071
19 H -0.12327 3.03669 -1.83565
20 H 0.92466 2.59914 -3.21520
21 H -2.14953 2.35002 -1.54336
22 H -3.20758 0.89518 -1.52045
23 H -2.64893 1.57851 -3.07621
24 H -3.15998 -1.19789 -1.19742
25 H -2.09076 -2.61314 -1.01775
26 H -2.72425 -2.17075 -2.62665
27 H 1.59096 -2.77252 -1.23058
28 H 0.81232 -3.24507 -2.76030
29 H -0.08900 -3.32612 -1.23302
30 H -1.32902 1.61676 1.06169
31 O -1.26514 -1.65289 1.78822
32 H -1.13245 -2.47787 2.27104
33 Cl 2.37701 1.59497 6.46551
34 C 0.72434 1.50999 5.83910
35 Cl 0.01520 3.02437 5.26944
36 C 0.61701 0.55510 4.62631
37 O -0.53238 0.09659 4.31933
38 O 1.64313 0.31207 3.90913
39 H 0.09757 1.13674 6.64817

***

No. 5
ORCA calculation (ωB97M-V/def2-TZVPD) on a cluster of 5 separate species, C12H18Cl6O10S in total at a distorted geometry.

Results
- Structure (SMILES): C[C@H]1COC(=O)O1.C[C@H]1COC(=O)O1.O=S1(=O)OCCO1.ClC(Cl)Cl.ClC(Cl)Cl
- Total energy: -119180.192 eV

Cartesian coordinates (Å):
1 C -1.02260 1.73849 0.67990
2 C -1.34679 0.57358 -0.21419
3 C -2.85502 0.29185 -0.43301
4 O -3.05447 0.38955 -1.83148
5 C -1.96482 0.93498 -2.41350
6 O -1.91970 1.35495 -3.52607
7 O -0.92717 0.90327 -1.56855
8 H 0.05737 1.89119 0.67891
9 H -1.38284 1.53076 1.68973
10 H -1.49026 2.66942 0.35668
11 H -0.78667 -0.33017 0.01485
12 H -3.47084 1.00315 0.12213
13 H -3.12579 -0.67698 -0.01746
14 C -2.54309 -6.05443 2.99700
15 C -2.57995 -5.01558 1.90471
16 C -3.97569 -4.75362 1.31442
17 O -4.19177 -3.35030 1.53041
18 C -3.10836 -2.78565 2.09639
19 O -3.01879 -1.63124 2.36998
20 O -2.22367 -3.74019 2.45444
21 H -3.29044 -5.88055 3.76564
22 H -1.53803 -6.17342 3.39630
23 H -2.74687 -7.01219 2.50194
24 H -1.88962 -5.27306 1.10074
25 H -4.77652 -5.27295 1.84212
26 H -4.07310 -4.93517 0.24652
27 O 2.95984 1.76389 0.88291
28 S 3.93785 2.76592 0.64894
29 O 3.74081 3.64864 -0.42801
30 O 4.29002 3.56101 1.96442
31 C 5.32836 2.91008 2.69539
32 C 6.18216 2.17174 1.63020
33 O 5.37883 2.07297 0.47007
34 H 5.86018 3.65679 3.27607
35 H 4.91095 2.20389 3.41974
36 H 6.54055 1.21047 1.97909
37 H 6.99833 2.86908 1.42607
38 Cl 1.75707 0.14149 -5.38609
39 C 1.36099 -0.07190 -3.67697
40 Cl 2.25128 1.07622 -2.70243
41 Cl 1.67581 -1.74695 -3.16871
42 H 0.29879 0.06166 -3.52536
43 Cl 1.43397 4.81131 -4.83715
44 C -0.05625 4.16592 -4.14692
45 Cl -1.45914 5.12470 -4.62492
46 Cl 0.08930 4.02967 -2.40279
47 H -0.23415 3.17773 -4.55212

***

No. 6
ORCA calculation (ωB97M-V/def2-TZVPD) on a structure of composition C12H18ClKO13 at a distorted geometry.

Results
- Total energy: -68193.196 eV

Cartesian coordinates (Å):
1 K 5.31761 1.91965 2.57755
2 Cl 2.25205 1.82090 -0.16678
3 O 1.27430 2.81157 -0.44545
4 O 3.11272 2.19291 0.87704
5 O 1.65225 0.55015 0.04579
6 O 3.19616 1.80602 -1.29408
7 C 0.34476 -3.07966 2.77690
8 C 0.95462 -1.75121 2.63237
9 C 0.63152 -0.79311 3.83630
10 O 1.92503 -0.31745 4.20671
11 C 2.91278 -0.94360 3.51678
12 O 4.07481 -0.76188 3.52539
13 O 2.32280 -1.84650 2.65927
14 H -0.74186 -3.01275 2.83059
15 H 0.52922 -3.40564 3.80053
16 H 0.52625 -3.82704 2.00451
17 H 0.45905 -1.23301 1.81142
18 H 0.22515 -1.31472 4.70284
19 H -0.08438 0.00407 3.63604
20 C 0.59418 -0.90037 -3.06949
21 C 0.24012 0.39976 -3.67632
22 C 1.40059 1.26390 -4.24059
23 O 0.79313 1.77527 -5.41075
24 C -0.21705 1.07998 -5.80063
25 O -0.80251 1.17425 -6.87175
26 O -0.38156 0.10952 -4.85824
27 H 1.43085 -0.73320 -2.39116
28 H 1.06220 -1.56959 -3.79143
29 H -0.21775 -1.40895 -2.54968
30 H -0.50311 0.99272 -3.14330
31 H 2.20907 0.54243 -4.35861
32 H 1.80147 2.02344 -3.56939
33 C -3.17078 -1.18657 0.87351
34 C -3.26747 0.32935 1.14054
35 C -2.03472 1.19655 1.15737
36 O -2.23753 2.08848 0.12920
37 C -3.49614 2.05528 -0.25002
38 O -4.10884 2.89103 -0.91549
39 O -4.06982 0.93549 0.16975
40 H -2.35463 -1.32679 0.16475
41 H -4.12031 -1.59167 0.52367
42 H -2.86132 -1.69705 1.78551
43 H -3.55522 0.45812 2.18395
44 H -1.06943 0.69957 1.06084
45 H -1.94806 1.58039 2.17386